Record 1
ORCA calculation (ωB97M-V with the def2-TZVPD basis set) on 7 unconnected molecules or ions with the total composition C26H66F3NO14PS in a non-equilibrium geometry.

```
112
Properties=species:S:1:pos:R:3:forces:R:3:lowdin_charge:R:1
N 6.674759 6.603415 4.143554 -1.099 1.341 0.190 -0.145
P 6.902619 7.989769 3.207372 2.658 -0.843 -1.019 0.655
O 6.466212 7.569569 1.702462 -0.520 0.182 0.683 -0.298
S 5.446421 9.486178 3.834997 -1.116 0.057 1.022 0.908
C 3.699841 8.874363 3.737175 -0.348 0.604 -1.278 -0.356
O 3.693009 7.827156 2.787505 0.341 0.803 0.831 -0.021
C 3.026035 6.717669 3.191896 0.341 -1.026 -1.571 -0.808
F 3.309306 5.778583 2.333566 0.632 -0.855 -0.926 0.220
F 3.410730 6.291183 4.375898 0.231 0.327 1.303 0.170
F 1.740432 6.877098 3.153398 -1.594 0.678 0.726 0.245
H 7.463330 6.448436 4.765575 -0.021 0.121 -0.013 0.059
H 5.806554 6.561788 4.671914 0.022 -0.696 -0.151 0.037
H 7.269365 7.405484 1.182398 -0.152 0.124 -0.079 0.075
H 5.480108 10.451142 2.879133 0.024 -0.600 -0.127 0.007
H 3.104336 9.696726 3.332861 0.148 0.101 0.170 0.119
H 3.300914 8.616686 4.717551 0.463 -0.149 0.085 0.122
C 5.378475 2.668857 8.113030 0.063 -0.105 -0.001 -0.117
O 5.076774 1.550206 7.299802 -0.125 0.231 0.023 -0.191
C 3.779289 1.019557 7.549013 0.177 -0.189 -0.233 -0.193
C 2.783838 1.466880 6.499679 -0.236 -0.007 0.217 -0.184
O 2.553189 2.873155 6.560179 0.248 -0.012 -0.033 -0.174
C 3.270915 3.579524 5.572808 -0.126 -0.131 0.008 -0.118
H 6.255720 3.161927 7.692913 0.033 -0.082 -0.005 0.083
H 4.553106 3.385091 8.142745 -0.023 -0.021 0.019 0.082
H 5.613901 2.342552 9.131154 -0.023 0.100 0.039 0.091
H 3.436084 1.290570 8.551857 -0.016 0.054 -0.023 0.128
H 3.865271 -0.069804 7.506711 -0.033 0.002 0.015 0.129
H 1.825696 0.977120 6.694658 0.013 -0.015 -0.010 0.130
H 3.115427 1.172013 5.499315 0.042 0.024 0.007 0.116
H 2.789158 3.448517 4.596586 0.129 0.043 -0.074 0.079
H 4.312174 3.248803 5.509232 -0.007 -0.039 -0.030 0.082
H 3.255195 4.633690 5.833113 -0.110 -0.043 0.180 0.068
C 5.159420 1.280072 2.914095 -0.025 -0.036 0.072 -0.102
O 3.751543 1.116614 2.886937 0.137 0.125 -0.108 -0.203
C 3.099843 2.050949 2.037397 -0.266 -0.274 0.232 -0.214
C 2.732996 1.436610 0.701895 0.185 0.261 -0.264 -0.201
O 3.886168 1.104078 -0.052766 0.036 -0.083 0.227 -0.186
C 4.207445 -0.278536 0.005735 -0.054 -0.091 -0.136 -0.091
H 5.592187 0.389783 3.367687 -0.060 0.016 0.053 0.095
H 5.573283 1.399067 1.910430 -0.031 0.013 -0.010 0.086
H 5.425234 2.150844 3.525773 0.074 0.011 -0.033 0.076
H 3.718362 2.943683 1.896254 0.046 -0.030 -0.064 0.117
H 2.179608 2.355865 2.548040 -0.021 0.031 -0.050 0.119
H 2.171307 2.175040 0.120481 -0.054 -0.012 0.035 0.126
H 2.092827 0.560435 0.841592 0.019 -0.005 0.073 0.128
H 3.523311 -0.850222 -0.629002 0.033 -0.056 0.027 0.074
H 4.162768 -0.665533 1.026497 -0.015 0.042 0.015 0.087
H 5.220331 -0.408183 -0.372107 -0.017 0.089 -0.047 0.093
C 1.340966 -2.575023 -1.519036 0.098 0.056 0.028 -0.112
O 2.262348 -2.645489 -2.594602 -0.181 -0.071 0.079 -0.195
C 2.530769 -3.980611 -3.003104 0.238 0.256 -0.189 -0.196
C 1.749455 -4.348584 -4.247488 -0.102 -0.369 0.175 -0.194
O 0.353612 -4.381246 -3.988756 0.110 0.284 -0.097 -0.216
C -0.317680 -3.213925 -4.433132 -0.119 -0.045 -0.096 -0.102
H 0.994714 -1.544460 -1.438296 0.049 0.009 -0.048 0.089
H 0.476172 -3.222600 -1.679621 0.015 -0.019 0.010 0.075
H 1.838767 -2.855754 -0.583605 -0.110 -0.054 0.050 0.089
H 2.320147 -4.684407 -2.191937 -0.076 -0.007 -0.026 0.129
H 3.600011 -4.038572 -3.229358 -0.004 -0.037 0.001 0.126
H 2.043055 -5.355647 -4.559448 0.034 0.017 -0.017 0.127
H 1.976884 -3.662891 -5.068989 0.011 0.059 0.052 0.127
H -0.434182 -3.239613 -5.522491 0.005 0.072 0.000 0.093
H 0.213799 -2.303681 -4.147342 0.003 -0.013 0.026 0.085
H -1.307271 -3.197804 -3.977446 0.016 -0.042 0.019 0.084
C -1.230101 -6.217989 -1.726340 0.086 0.075 -0.035 -0.091
O -0.945560 -5.916655 -0.364456 -0.200 -0.013 -0.064 -0.194
C -1.710572 -4.829218 0.129409 0.309 -0.176 0.216 -0.215
C -2.886938 -5.301565 0.960180 -0.272 0.235 -0.200 -0.207
O -3.838418 -6.000104 0.172429 0.169 -0.112 0.006 -0.191
C -3.736083 -7.408225 0.299735 -0.093 -0.006 0.045 -0.110
H -0.809611 -7.198050 -1.949756 0.050 0.017 0.078 0.093
H -2.305095 -6.247592 -1.920246 -0.010 -0.006 0.059 0.087
H -0.759165 -5.477146 -2.376908 -0.081 -0.073 -0.059 0.062
H -2.049429 -4.188145 -0.691511 -0.069 -0.031 -0.003 0.121
H -1.047308 -4.235606 0.768406 -0.043 0.046 0.008 0.122
H -3.396777 -4.425470 1.374503 0.036 0.003 0.038 0.123
H -2.545887 -5.919723 1.796185 0.062 -0.021 -0.035 0.126
H -4.162955 -7.731668 1.255523 0.053 -0.061 -0.001 0.088
H -2.700640 -7.749104 0.232453 0.008 0.027 0.002 0.084
H -4.307640 -7.862372 -0.508291 -0.038 0.071 0.001 0.089
C -3.921231 2.311595 -2.667963 -0.058 0.057 -0.062 -0.113
O -4.003442 1.917286 -4.025876 0.125 -0.077 0.176 -0.190
C -2.746323 1.539268 -4.570291 -0.312 -0.002 -0.268 -0.201
C -2.590469 0.033385 -4.620961 0.373 -0.023 0.150 -0.201
O -2.535457 -0.532105 -3.319027 -0.172 0.126 0.006 -0.202
C -3.772327 -1.103375 -2.921767 0.078 -0.228 0.034 -0.100
H -4.932431 2.333653 -2.263169 -0.013 0.024 -0.067 0.089
H -3.322754 1.613835 -2.077528 0.016 -0.002 -0.017 0.083
H -3.490405 3.316369 -2.593417 0.032 -0.015 0.083 0.087
H -1.926063 1.994787 -4.006697 0.003 -0.057 0.047 0.125
H -2.709837 1.930035 -5.591925 0.043 -0.008 0.001 0.126
H -1.641142 -0.203097 -5.113186 -0.018 0.016 -0.048 0.122
H -3.395958 -0.420033 -5.206821 -0.048 0.049 0.025 0.128
H -3.920635 -2.060909 -3.431052 -0.155 0.031 0.000 0.089
H -4.614638 -0.445168 -3.140256 0.028 0.015 -0.038 0.064
H -3.737040 -1.281153 -1.847092 0.102 0.013 -0.009 0.090
C -6.906455 -2.376551 -6.278813 0.141 -0.035 -0.006 -0.107
O -6.616805 -2.081785 -4.921718 -0.204 0.088 -0.127 -0.202
C -7.398458 -1.002307 -4.422891 0.279 -0.202 0.279 -0.200
C -8.560902 -1.500447 -3.588460 -0.281 0.234 -0.193 -0.203
O -9.501832 -2.215954 -4.374122 0.192 -0.125 -0.007 -0.189
C -9.371964 -3.622269 -4.249920 -0.101 -0.002 0.049 -0.110
H -6.477327 -3.350915 -6.509422 0.047 0.022 0.048 0.090
H -7.981554 -2.414025 -6.465926 0.000 0.022 0.016 0.085
H -6.448222 -1.626411 -6.932527 -0.069 -0.007 -0.061 0.088
H -7.749681 -0.366373 -5.240630 -0.059 -0.039 -0.002 0.129
H -6.743508 -0.398308 -3.787232 -0.044 0.056 -0.010 0.108
H -9.085857 -0.635707 -3.170277 0.037 0.005 0.037 0.126
H -8.204382 -2.113991 -2.755289 0.062 -0.018 -0.036 0.127
H -9.788915 -3.955646 -3.293370 0.056 -0.062 -0.001 0.089
H -8.330391 -3.943470 -4.321374 0.007 0.023 0.008 0.083
H -9.937818 -4.085798 -5.056676 -0.042 0.070 0.002 0.089
```
Positions in Å, forces in eV/Å.

- Charge: +1
- Kohn-Sham gap: 5.881 eV
- Largest force on an atom: 2.97 eV Å⁻¹
- E_HOMO: -9.98 eV
- Molar mass: 736.84 g/mol
- Energy: -3176.95519 Eh

***

Record 2
ORCA calculation (ωB97M-V with the def2-TZVPD basis set) on a gas-phase ion, C6H17N3OP (charge +1) in a non-equilibrium geometry.

```
28
Properties=species:S:1:pos:R:3:forces:R:3:lowdin_charge:R:1
C 0.401609 -2.102612 -0.631337 1.656 -1.252 -0.955 -0.153
C 0.623021 -1.926250 0.813861 -1.011 3.300 1.736 -0.145
C -0.143364 -0.753922 -2.713087 -0.698 -0.293 2.602 0.010
C 1.682711 0.035820 2.162604 3.503 0.063 -3.107 -0.059
C -1.535179 0.499441 1.182285 1.130 -0.371 -0.696 -0.053
C -1.355416 1.988210 -0.884723 2.021 2.309 3.035 -0.054
N 0.182528 -0.792049 -1.268107 0.500 -3.208 -0.507 -0.069
N 1.231591 -0.549876 0.913736 -1.206 -1.024 -0.308 -0.240
N -0.650090 1.307566 0.278226 -0.548 -1.372 0.449 -0.261
O 1.605712 1.602734 -0.739946 1.419 0.319 0.788 -0.155
P 0.629898 0.455732 -0.223632 0.761 3.157 -2.302 0.582
H 1.286544 -2.603275 -1.150446 -0.748 0.801 0.519 0.179
H -0.345577 -2.817795 -0.706378 -1.964 -1.244 -0.961 0.111
H -0.320847 -1.924738 1.452576 0.846 -0.341 -1.083 0.134
H 1.290489 -2.540151 1.313969 1.344 -1.725 0.387 0.110
H -0.045997 0.211548 -3.078334 0.399 1.972 -0.451 0.059
H 0.442595 -1.421704 -3.296772 0.351 -1.002 -0.171 0.105
H -1.196654 -0.973222 -2.644880 -0.639 -0.562 -0.819 0.116
H 1.915239 1.022889 1.775934 0.439 0.605 1.124 0.075
H 1.064117 0.076467 2.951489 -2.849 0.054 2.506 0.051
H 2.613457 -0.440548 2.501015 -0.150 0.077 -0.222 0.112
H -0.994755 -0.198577 1.928980 -0.929 1.668 -1.297 0.098
H -2.135116 1.236897 1.619411 -1.148 0.527 1.285 0.071
H -2.105797 -0.044512 0.451934 -0.926 -0.911 0.375 0.077
H -2.069885 2.663609 -0.361648 0.060 -0.475 -1.041 0.113
H -0.550152 2.553583 -1.403405 -0.798 -0.040 0.412 0.088
H -1.692823 1.284182 -1.559404 -1.525 -1.352 -1.219 0.033
H 2.546275 1.460208 -0.460826 0.711 0.320 -0.079 0.066
```
Positions in Å, forces in eV/Å.

- Charge: +1
- Kohn-Sham gap (spin up / spin down): 4.701 / 6.117 eV
- Largest force on an atom: 4.68 eV Å⁻¹
- Multiplicity: 3
- E_HOMO (spin up / spin down): -7.16 / -13.55 eV
- Molar mass: 178.20 g/mol
- Energy: -819.22208 Eh

***

Record 3
ORCA calculation (ωB97M-V with the def2-TZVPD basis set) on a molecular structure, C14H23AsBr2NO6S in a non-equilibrium geometry.

```
48
Properties=species:S:1:pos:R:3:forces:R:3:lowdin_charge:R:1
C 0.024796 -6.050345 -1.980423 0.119 -0.271 0.186 -0.036
C -1.025440 -4.827062 -2.314969 -5.419 0.445 3.612 -0.282
O -2.170402 -4.801343 -1.578451 7.392 -0.041 -5.107 -0.040
O -0.764420 -3.751724 -3.314525 0.116 -2.260 3.192 -0.134
C -0.219801 -2.604107 -2.525768 -0.661 0.702 1.679 -0.187
C -1.112996 -1.224712 -2.681528 0.607 -0.466 -0.967 -0.143
C -0.083040 0.087001 -2.814299 -1.064 0.124 -0.665 -0.189
C -0.565271 1.342494 -1.818982 -0.913 -0.004 -2.498 -0.292
C 0.606906 2.137876 -1.077750 0.665 -0.657 -2.581 -0.362
As 0.569942 2.202515 0.956317 -0.945 6.639 -0.845 0.705
C 0.811275 2.619734 2.939682 -1.153 1.650 2.843 -0.296
C 1.674941 4.031962 3.209114 4.807 -1.641 2.581 -0.169
O 2.851100 4.035035 3.876246 -7.208 0.179 -4.034 -0.121
N 2.477906 2.244237 0.824507 6.122 -5.918 6.045 -0.114
C 3.101823 1.448045 1.725207 0.807 -1.537 0.289 -0.243
O 3.720430 0.580335 2.564371 -4.356 6.639 -6.288 -0.054
C -1.437511 2.541345 1.032717 -5.149 -1.426 2.358 -0.702
Br -2.193484 3.949052 -0.253519 1.108 -1.295 1.052 0.503
C -2.431181 1.965020 1.924983 3.043 1.344 -1.781 -0.686
C -2.128673 0.935091 3.093627 -2.580 -1.218 0.814 -0.182
Br -4.393239 2.524124 1.763962 1.938 -0.794 0.460 0.498
S 0.465883 -0.019296 1.178628 -3.031 -9.998 1.645 0.621
C 1.690563 -0.998151 0.066260 2.531 0.023 0.491 -0.177
O -0.886814 -0.687667 0.706402 3.277 2.817 0.508 -0.479
O 0.739625 -0.597893 2.586449 0.042 2.511 -3.002 -0.454
H -0.114190 -6.918878 -2.765418 0.385 1.962 1.356 0.090
H 1.152136 -5.712238 -1.923534 -2.361 -0.477 -0.511 0.090
H -0.208589 -6.546364 -0.919854 0.088 1.502 -2.423 0.103
H 0.897236 -2.437103 -2.830308 -2.130 -0.374 0.573 0.128
H -0.354271 -2.934117 -1.385736 0.799 1.005 -2.373 0.124
H -1.866509 -1.123682 -1.789019 1.670 -0.194 -1.690 0.112
H -1.733131 -1.336003 -3.695761 1.332 0.249 2.253 0.121
H -0.203210 0.425183 -3.953457 0.449 -0.548 2.502 0.108
H 1.042374 -0.196544 -2.689133 -2.139 0.392 0.018 0.076
H -1.068747 2.106203 -2.592960 0.989 -1.562 1.844 0.099
H -1.462137 0.932567 -1.201596 1.960 0.879 -0.583 0.083
H 1.656196 1.680588 -1.418734 -2.263 0.894 0.853 0.071
H 0.636422 3.252468 -1.507687 -0.150 -2.366 1.469 0.089
H 0.671366 3.777427 0.777197 -0.125 -0.327 0.126 0.001
H 1.133576 1.736151 3.610929 -0.024 1.594 -1.112 0.078
H -0.267917 2.949190 3.336742 2.183 -0.713 -0.926 0.085
H 1.206140 5.042480 2.817450 0.915 -1.971 0.725 0.122
H -1.114036 0.869263 3.622128 -1.277 0.481 -1.460 0.058
H -2.413844 -0.168316 2.734453 0.822 2.474 0.548 0.105
H -2.926374 1.142731 3.962557 1.730 -0.225 -1.886 0.083
H 2.115787 -0.351194 -0.807899 -1.101 -1.326 1.500 0.047
H 2.627844 -1.226473 0.771965 -2.096 0.681 -1.367 0.078
H 1.270960 -2.044904 -0.240583 0.251 2.421 0.577 0.062
```
Positions in Å, forces in eV/Å.

- Charge: -1
- Kohn-Sham gap: 7.972 eV
- Largest force on an atom: 10.58 eV Å⁻¹
- E_HOMO: -5.61 eV
- Molar mass: 568.14 g/mol
- Energy: -8834.99222 Eh

***

Which of these has the highest largest force on an atom? C14H23AsBr2NO6S